{
  "formula": "C11H24BrF3N2O2PS",
  "method": "ωB97M-V with the def2-TZVPD basis set",
  "lumo_energy_ha": -0.1739,
  "total_charge": 1,
  "gap_ha": 0.2492,
  "energy_ev": -117184.1039,
  "elements": ["C", "P", "Br", "C", "C", "C", "S", "C", "F", "F", "F", "H", "H", "H", "H", "H", "H", "H", "H", "H", "H", "C", "C", "O", "N", "C", "H", "H", "H", "H", "H", "H", "H", "C", "C", "O", "N", "C", "H", "H", "H", "H", "H", "H", "H"],
  "positions_angstrom": [[-0.7407, 4.4672, 0.1766], [0.0808, 2.7878, 0.0412], [0.8165, 2.3478, -2.0549], [-0.9561, 1.3520, 0.6608], [-2.4921, 1.4202, 0.2564], [-3.3134, 2.5435, 1.0571], [-4.3321, 3.4606, -0.2100], [1.5994, 2.8687, 1.2116], [2.2241, 4.1005, 1.1685], [1.1346, 2.7051, 2.5260], [2.4300, 1.7949, 0.9350], [-1.6367, 4.5971, -0.5017], [0.0452, 5.2669, -0.0563], [-1.0782, 4.6840, 1.2457], [-0.8534, 1.2262, 1.7950], [-0.4732, 0.4017, 0.2213], [-2.9466, 0.4199, 0.5733], [-2.6904, 1.5253, -0.8518], [-2.6649, 3.2225, 1.6928], [-4.0331, 2.0258, 1.7728], [-4.6550, 4.7158, 0.2796], [1.3726, -1.1920, -4.1116], [1.1179, -2.4738, -3.3630], [0.2902, -3.2885, -3.7377], [1.8439, -2.7120, -2.2358], [2.8622, -1.8811, -1.6304], [0.7198, -1.1476, -4.9826], [1.1550, -0.3342, -3.4715], [2.4089, -1.1552, -4.4543], [1.6160, -3.5895, -1.7920], [3.7924, -2.4514, -1.5864], [2.5474, -1.6365, -0.6123], [3.0281, -0.9621, -2.1881], [-1.0374, -3.6583, 1.2008], [-0.3191, -2.3461, 1.0518], [-0.6562, -1.5113, 0.2131], [0.7303, -2.0947, 1.8766], [1.2776, -2.9411, 2.9192], [-1.8475, -3.7101, 0.4744], [-0.3513, -4.4862, 1.0126], [-1.4648, -3.7416, 2.2020], [1.1608, -1.1957, 1.7159], [1.2213, -2.4013, 3.8662], [2.3252, -3.1404, 2.6864], [0.7416, -3.8827, 3.0075]],
  "atomic_forces_ev_per_a": [[0.603, 0.960, 0.142], [-1.053, 0.009, -0.030], [-0.639, 0.550, 1.959], [0.039, -0.654, -0.269], [-0.588, -0.101, 0.712], [-0.291, -0.288, 0.753], [0.265, 0.409, 0.097], [0.575, -0.097, 1.436], [-0.775, -2.624, -0.218], [0.760, 0.286, -2.426], [-1.111, 2.309, 0.469], [1.042, -0.536, 0.608], [-1.016, -1.199, 0.106], [0.554, -0.714, -1.276], [0.007, 0.639, -1.502], [-0.685, 1.185, 0.484], [0.894, 1.241, -0.605], [0.571, -0.121, 1.161], [-0.732, -0.778, -0.941], [1.000, 0.738, -0.924], [0.492, -1.114, 0.257], [0.019, 0.094, -0.169], [-0.459, -0.579, -0.016], [0.151, 0.259, 0.017], [-0.036, 0.267, -0.213], [-0.150, -0.515, 0.189], [0.026, -0.137, 0.145], [0.155, 0.020, -0.023], [-0.023, 0.161, 0.082], [0.043, 0.062, -0.062], [0.133, 0.270, 0.073], [0.184, 0.191, 0.030], [-0.062, -0.115, -0.021], [-0.145, 0.017, -0.131], [0.176, 0.137, 0.017], [0.029, -0.020, 0.020], [-0.518, -0.109, -0.392], [0.299, 0.373, 0.039], [0.147, 0.105, 0.032], [-0.074, -0.031, 0.160], [0.119, -0.147, -0.015], [0.069, -0.119, 0.065], [0.051, -0.241, 0.088], [-0.039, -0.177, 0.182], [-0.006, 0.133, -0.088]]
}